[1]
The following is a quantum chemistry calculation of a molecular structure, C4H5Br2N3O2S in a non-equilibrium geometry, from the OMol25 dataset.

Results
HOMO in Ha: -0.352

Structure (XYZ):
```
17
C4H5Br2N3O2S ωB97M-V/def2-TZVPD
C 1.988 -1.434 0.710
C 0.799 -1.084 1.082
C 0.150 1.328 0.013
C -2.169 0.766 0.975
N -0.369 -0.714 1.070
N -0.799 0.529 0.591
N 2.850 -1.089 -1.626
O 3.211 -3.346 -0.607
O 0.899 -2.662 -1.326
S 2.233 -2.355 -0.801
Br 3.610 -1.275 1.626
Br -0.745 2.909 -0.618
H -2.447 0.004 1.748
H -2.420 1.828 1.256
H -2.818 0.503 0.037
H 3.679 -1.134 -2.214
H 2.259 -0.247 -1.724
```

=====

[2]
The following is a quantum chemistry calculation of a gas-phase ion, C4H5Br2O3S (charge -1) in a non-equilibrium geometry, from the OMol25 dataset.

Results
Net charge: -1
Structure (SMILES): C/C(=C(/Br)CBr)S(=O)(=O)[O-]
ΔE to the lowest compared entry with this formula, charge and spin in kJ/mol: 0.00
HOMO in Ha: -0.193

Structure (XYZ):
```
15
C4H5Br2O3S ωB97M-V/def2-TZVPD
C 0.895 1.733 0.943
C -0.200 -0.279 -0.214
C -0.181 0.886 0.403
C 0.979 -1.059 -0.554
O -2.522 -0.338 -1.192
O -1.273 -2.426 -1.036
O -2.209 -1.422 1.019
S -1.702 -1.223 -0.343
Br -1.929 1.801 0.647
Br 2.208 1.985 -0.515
H 0.470 2.768 1.254
H 1.497 1.282 1.737
H 1.937 -0.993 0.115
H 1.404 -0.587 -1.573
H 0.627 -2.128 -0.691
```

=====

[3]
The following is a quantum chemistry calculation of a single C4H5BrN2O molecule in a non-equilibrium geometry, from the OMol25 dataset.

Results
ΔE to the lowest compared entry with this formula, charge and spin in kJ/mol: 563.25
HOMO (alpha / beta) in Ha: -0.264 / -0.264

Structure (XYZ):
```
13
C4H5BrN2O ωB97M-V/def2-TZVPD
C -1.364 -1.982 1.260
C -1.836 -1.158 0.181
C -0.137 -1.632 1.678
C -0.258 0.367 0.816
N 1.337 1.249 -0.941
N 0.866 0.933 0.399
O -1.151 -0.027 -0.098
Br 0.482 -2.150 3.369
H -1.848 -2.794 1.740
H -2.816 -1.200 -0.330
H 1.745 0.371 -1.272
H 1.890 2.126 -0.869
H 1.375 1.506 1.042
```